DFT (ωB97M-V/def2-TZVPD) results for 2 unconnected molecules or ions with the total composition C33H36BF3O3S at a distorted geometry.

Its energy above the lowest of the compared OMol25 structures with the same formula, charge and spin is 575.54 kJ/mol. The frontier orbital gap is 2.95 eV. Its net charge is 0. Its multiplicity is 1. Its LUMO energy is -1.87 eV.

```
77
Properties=species:S:1:pos:R:3:forces:R:3:mulliken_charge:R:1
C -2.8666 3.3400 0.4068 -0.295 0.103 -0.137 -1.44
C -1.5646 2.7227 0.7186 0.339 -0.347 0.497 0.73
C -1.1303 2.3863 2.0135 0.441 -0.144 0.265 -0.84
C 0.0957 1.7762 2.0768 -0.542 -0.135 0.538 -0.94
C 0.7285 1.4433 0.7573 0.313 3.746 0.216 1.93
B -2.7218 -2.0075 -0.3450 3.276 -0.525 0.713 0.17
C 2.1897 1.9035 0.6002 -0.686 0.158 0.626 0.21
C 3.0745 1.7185 1.6618 0.415 -0.206 -0.163 -0.44
C 4.4490 1.6747 1.4081 -0.535 0.177 0.084 -1.15
C 4.8936 1.9168 0.1163 0.387 0.050 -0.114 0.05
C 6.3233 1.6329 -0.2372 0.621 -0.179 -0.279 0.87
F 6.8455 2.5645 -1.0911 -0.279 -0.724 0.615 -0.28
F 7.1401 1.5674 0.8509 -0.511 0.067 -0.846 -0.29
F 6.4274 0.4161 -0.8806 0.041 0.981 0.474 -0.25
C 4.0296 2.3800 -0.8758 -0.314 0.103 0.524 -0.90
C 2.6637 2.4204 -0.5988 0.640 -0.088 -0.717 -0.25
O -3.6667 -2.0449 0.5722 -0.707 0.223 0.130 -0.39
C -4.8438 -1.5664 -0.1457 -0.702 -0.045 -0.106 1.72
C -5.8157 -2.7342 -0.1640 -0.284 -0.185 -0.140 -2.02
C -5.4230 -0.4510 0.6957 -0.217 0.432 0.035 -1.70
C -4.2956 -1.1446 -1.5854 -0.540 0.286 -0.126 1.80
C -5.0117 -1.7921 -2.7483 -0.349 -0.207 -0.229 -1.98
C -4.2289 0.3536 -1.8407 -0.030 0.431 -0.002 -1.85
O -2.9179 -1.6303 -1.5981 -0.659 0.218 -0.452 -0.38
S -0.3390 2.4785 -0.4189 0.156 -0.064 -0.308 -0.29
H -3.6361 2.9113 1.0631 0.064 0.149 -0.235 0.31
H -2.8298 4.4196 0.5974 -0.111 -0.012 -0.090 0.38
H -3.1407 3.1827 -0.6426 -0.060 0.084 0.225 0.36
H -1.7528 2.6528 2.8686 0.240 -0.320 -0.064 0.46
H 0.5602 1.4171 2.9958 -0.265 0.118 -0.230 0.27
H 2.7004 1.5545 2.6724 0.135 -0.203 -0.362 0.40
H 5.1473 1.4372 2.2058 -0.094 0.037 -0.187 0.48
H 4.4131 2.7098 -1.8366 -0.067 -0.081 0.135 0.63
H 1.9988 2.8416 -1.3583 0.115 -0.505 0.235 0.34
H -6.7834 -2.4141 -0.5694 0.115 -0.145 0.017 0.36
H -5.4439 -3.5785 -0.7569 -0.062 0.219 0.189 0.37
H -5.9741 -3.0894 0.8623 0.067 0.154 -0.226 0.49
H -6.3517 -0.0800 0.2430 0.146 0.022 0.113 0.37
H -5.6617 -0.8405 1.6937 0.060 0.052 -0.257 0.49
H -4.7255 0.3869 0.8217 -0.144 -0.228 -0.093 0.12
H -6.0386 -1.4117 -2.8063 0.075 -0.127 -0.032 0.37
H -4.5061 -1.5276 -3.6838 -0.039 -0.045 0.217 0.47
H -5.0426 -2.8842 -2.6722 0.040 0.285 -0.036 0.35
H -5.2360 0.7913 -1.8526 0.190 -0.048 0.061 0.41
H -3.6103 0.8922 -1.1096 -0.186 -0.255 -0.077 0.06
H -3.7862 0.5306 -2.8312 -0.073 -0.126 0.257 0.52
C 4.5780 0.5919 -4.3312 -0.776 -0.132 -0.046 -0.47
O 3.1275 0.6141 -4.4008 0.721 -0.406 -0.409 -0.43
C 2.4225 -0.0338 -3.4356 0.063 0.269 0.896 0.33
C 1.0332 0.2286 -3.3713 1.046 0.007 -0.214 -0.71
C 0.4110 0.0941 -2.1504 -0.080 -0.168 0.146 -0.50
C 1.1375 -0.2621 -1.0061 -0.186 -0.554 0.424 -0.33
C 0.5129 0.0509 0.3594 -0.131 -3.841 -1.059 0.94
C 0.8341 -0.9652 1.4674 0.148 0.022 -0.276 0.06
C -0.2353 -1.6452 2.0625 0.126 0.527 0.411 -0.08
C -0.0781 -2.2334 3.3134 0.314 -0.060 -0.085 -0.99
C 1.1827 -2.2645 3.9189 0.034 -0.287 -0.215 0.94
C 1.3822 -2.8258 5.2958 0.121 -0.129 0.256 -1.59
C 2.2915 -1.8351 3.1912 -0.268 0.302 -0.230 -1.59
C 2.1219 -1.1711 1.9723 0.031 -0.156 0.422 0.20
C 2.3871 -0.8648 -1.1747 -0.288 0.129 -0.229 -0.01
C 3.0348 -0.7787 -2.4034 -0.117 0.502 -0.597 -0.67
H 4.8986 1.3363 -5.0625 -0.010 -0.185 0.102 0.25
H 4.9460 0.8707 -3.3298 -0.250 -0.155 -0.281 0.07
H 4.9617 -0.3998 -4.6085 -0.035 0.254 0.096 0.33
H 0.5212 0.6445 -4.2354 0.112 -0.092 0.126 0.44
H -0.6613 0.2795 -2.0682 0.321 0.104 0.044 0.41
H -0.5667 -0.0779 0.2081 -0.205 -0.012 0.050 -0.06
H -1.2085 -1.6592 1.5554 0.228 0.197 0.227 0.02
H -0.9336 -2.6557 3.8439 0.167 0.079 -0.203 0.44
H 2.2311 -2.3313 5.7837 -0.219 -0.091 -0.008 0.38
H 0.4909 -2.6884 5.9165 0.155 -0.055 -0.072 0.40
H 1.6172 -3.8974 5.2622 -0.116 0.143 0.010 0.28
H 3.2888 -1.9645 3.6128 -0.180 0.062 -0.116 0.41
H 3.0093 -0.8047 1.4567 -0.394 0.056 0.280 0.35
H 2.8849 -1.3967 -0.3667 -0.152 0.298 -0.204 0.62
H 4.0417 -1.1815 -2.5285 -0.305 0.221 0.097 0.44
```
Forces are in eV/Å.